[1]
Density functional theory data (the ωB97M-V functional and the def2-TZVPD basis) for the ion C7H12FN2 with charge +1 in a non-equilibrium geometry.

The energy above the lowest of the compared OMol25 structures with the same formula, charge and spin comes out at 0.0 kcal per mole. The frontier orbital gap comes out at 11.042 eV. Its multiplicity is 1. Its total charge is +1.

```
22
Properties=species:S:1:pos:R:3:forces:R:3:nbo_charge:R:1
C -2.1768 0.1298 -1.3356 -0.8 -1.2 -0.2 -0.63
C -1.6785 -0.2825 0.0025 -0.4 -1.9 1.7 -0.03
C -2.0155 0.8045 1.0328 -0.4 -3.1 3.5 -0.64
N -0.2230 -0.5246 0.0221 1.1 1.7 -1.3 -0.31
C 0.4108 -1.5565 0.6224 1.8 0.7 0.4 -0.02
C 1.7393 -1.3165 0.6480 0.0 0.9 -1.0 -0.04
N 1.9211 -0.1155 -0.0170 0.1 0.4 0.3 -0.31
C 3.1840 0.5522 -0.3177 0.3 -1.2 -2.3 -0.42
C 0.7392 0.3535 -0.4044 -1.3 -2.2 2.1 0.77
F 0.4627 1.5368 -0.8289 0.4 0.3 -0.5 -0.23
H -1.7382 1.0932 -1.4204 0.0 0.9 -1.2 0.22
H -3.2723 0.2400 -1.1792 0.7 0.0 -0.7 0.25
H -1.9181 -0.5994 -2.1515 -0.4 0.9 0.7 0.24
H -2.0788 -1.3346 0.3241 0.4 2.1 -0.4 0.23
H -1.7404 1.7948 0.8443 0.2 1.5 -1.0 0.23
H -1.4754 0.5888 2.0537 -0.9 0.1 -1.8 0.22
H -3.1004 0.6797 1.2939 0.9 0.6 -0.4 0.25
H -0.0124 -2.2719 1.2192 -1.6 -1.8 0.7 0.25
H 2.6141 -1.8337 0.9718 0.0 -0.4 0.3 0.26
H 3.6210 1.1501 0.4650 -0.2 0.0 0.4 0.25
H 3.9258 -0.2544 -0.6847 -1.2 1.5 0.5 0.25
H 2.8118 1.1660 -1.1606 1.4 0.1 0.3 0.23
```
Positions in Å, forces in eV/Å.


[2]
Density functional theory data (the ωB97M-V functional and the def2-TZVPD basis) for a structure of composition C7H12FN2O3S in a non-equilibrium geometry.

The energy above the lowest of the compared OMol25 structures with the same formula, charge and spin comes out at 0.0 kcal per mole. The frontier orbital gap comes out at 9.084 eV. Its multiplicity is 1. Its total charge is +1.

```
26
Properties=species:S:1:pos:R:3:forces:R:3:nbo_charge:R:1
C -0.2339 2.1015 0.3667 1.5 -0.3 -1.6 0.40
C -1.7577 0.5207 -0.2012 -1.0 -0.3 -0.5 0.46
C -1.0880 -0.5194 0.4898 4.4 3.6 -1.1 -0.45
C 0.7422 -0.0136 -0.2127 -3.7 0.0 -0.1 0.83
C -4.0834 -0.4139 -0.3660 2.2 -1.8 3.3 -0.58
C 4.1038 -1.3472 0.9153 1.3 -1.6 0.5 -0.93
C -2.8126 0.0676 -1.1429 -0.6 -0.5 -0.2 -0.49
N -1.4011 1.7378 0.0596 -2.8 -0.8 -0.4 -0.42
N 0.8240 1.4622 -0.1303 1.9 -2.1 0.9 -0.64
O 3.3675 1.2654 0.6469 0.3 -2.1 0.0 -0.89
O 3.3873 -0.0612 -1.3942 0.4 -0.7 0.8 -0.84
O 1.7155 -0.6862 0.4224 0.6 0.9 -0.1 -0.70
F 0.6026 -0.3994 -1.4848 0.4 0.0 -0.5 -0.32
S 3.3028 -0.0646 0.0309 -1.1 1.5 -0.1 2.28
H -0.1101 3.0311 0.7753 0.6 2.2 1.3 0.22
H -0.8383 -0.3404 1.4605 0.4 0.8 2.8 0.24
H -1.3586 -1.4658 0.3887 -0.9 -4.1 -1.2 0.23
H -4.7090 0.3488 0.0695 0.3 0.6 0.1 0.23
H -3.8777 -1.2187 0.5077 -0.3 1.8 -2.0 0.20
H -4.6489 -0.8815 -1.0787 -1.6 -1.4 -1.7 0.23
H 5.1733 -0.9404 1.2221 -2.1 -1.2 -0.9 0.31
H 3.5208 -1.6199 1.8405 0.5 0.9 -0.8 0.30
H 4.0070 -2.3331 0.2692 0.8 2.2 1.0 0.31
H -3.2958 0.8324 -1.7303 0.9 0.6 -0.6 0.26
H -2.3703 -0.7681 -1.8126 -0.8 1.3 1.2 0.26
H 1.8386 1.7061 0.0885 -1.6 0.6 0.0 0.46
```
Positions in Å, forces in eV/Å.


[3]
Density functional theory data (the ωB97M-V functional and the def2-TZVPD basis) for a cluster of 2 separate species, C7H12FN3O2Si in total in a non-equilibrium geometry.

The energy above the lowest of the compared OMol25 structures with the same formula, charge and spin comes out at 61.6 kcal per mole. The frontier orbital gap (alpha / beta) comes out at 7.970 / 7.969 eV. Its multiplicity is 1.

```
26
Properties=species:S:1:pos:R:3:forces:R:3:nbo_charge:R:1
C -0.7536 2.2098 2.0337 0.7 -2.3 -0.7 -1.07
Si -0.2943 0.3277 1.3780 1.6 1.8 0.1 1.78
C 1.3996 0.3533 0.3824 -1.4 0.8 -1.0 -1.11
C -0.1139 -0.8965 2.7662 -0.7 0.5 -0.5 -1.16
O -1.4131 -0.2365 0.2305 -0.1 0.0 0.2 -0.71
N -2.7488 -0.3772 0.5213 0.0 0.4 -0.2 0.08
F -3.2763 0.9813 0.4424 0.1 -0.7 0.4 -0.30
H -1.3605 2.5783 1.2112 -0.3 0.5 0.4 0.24
H -1.0680 2.4243 3.0598 -0.9 -0.6 -0.4 0.24
H 0.1897 2.7076 2.0647 1.0 0.5 -0.6 0.23
H 2.1871 0.2409 1.0896 0.7 0.2 0.8 0.24
H 1.6375 -0.3901 -0.3989 -0.7 0.0 0.5 0.25
H 1.5289 1.3258 -0.1594 -0.1 -0.6 0.7 0.23
H -0.6808 -0.5770 3.6158 -0.6 0.0 0.6 0.24
H -0.4908 -1.8314 2.3895 -0.1 -0.7 0.1 0.25
H 0.8895 -1.0110 3.1126 0.8 -0.1 0.0 0.26
H -2.8277 -0.5741 1.5342 0.0 0.4 -0.3 0.31
O 1.3210 -3.3952 -1.8962 0.1 0.6 -0.5 -0.53
C 1.0505 -2.3034 -2.3020 1.2 -0.4 0.6 0.73
N -0.2744 -1.7559 -2.2274 -2.8 2.6 -0.9 -0.38
C -0.5823 -0.6581 -2.6207 1.5 -1.3 0.2 0.55
C 0.1580 0.3485 -3.2417 -2.6 1.8 0.6 -0.49
C 1.4325 -0.1496 -3.2455 2.7 0.0 0.1 0.10
N 1.8279 -1.2901 -2.7937 1.5 -1.4 -0.3 -0.50
H -0.0325 1.4323 -3.3914 -0.2 -1.3 -0.1 0.27
H 2.2948 0.5165 -3.5548 -1.3 -0.6 0.2 0.25
```
Positions in Å, forces in eV/Å.


[4]
Density functional theory data (the ωB97M-V functional and the def2-TZVPD basis) for the ion C7H12N with charge +1 in a non-equilibrium geometry.

The energy above the lowest of the compared OMol25 structures with the same formula, charge and spin comes out at 91.5 kcal per mole. The frontier orbital gap comes out at 10.666 eV. Its multiplicity is 1. Its total charge is +1.

```
20
Properties=species:S:1:pos:R:3:forces:R:3:nbo_charge:R:1
C 0.7922 1.8343 -0.1675 2.7 -0.7 -0.5 -0.42
N 0.1639 0.6099 0.4349 -1.4 3.1 0.8 -0.40
C -1.2485 0.5417 -0.1304 -1.0 -0.7 -0.9 -0.22
C -1.7425 -0.8827 0.2841 1.1 -1.0 -4.0 -0.43
C -0.4860 -1.8662 -0.2465 0.8 3.9 4.8 -0.37
C 0.8211 -0.6208 0.0530 -2.2 -4.9 -0.9 0.05
C 2.1394 -0.6492 -0.5813 -0.1 -0.3 0.1 -0.16
C 2.0464 -1.1198 0.6281 0.9 1.4 -1.0 -0.14
H 0.6265 1.9210 -1.2601 -0.4 -0.2 0.8 0.24
H 0.4745 2.7073 0.3769 0.0 0.3 0.0 0.24
H 1.9221 1.6513 -0.0953 -1.5 0.8 0.3 0.24
H 0.1700 0.8107 1.5045 -0.3 -0.9 -2.1 0.45
H -1.1571 0.6771 -1.2672 0.1 -0.6 1.6 0.23
H -1.8945 1.4050 0.1721 0.8 -0.8 0.3 0.25
H -2.7063 -1.1735 -0.2767 1.4 0.6 1.2 0.26
H -1.8137 -0.8907 1.3229 -0.5 -0.4 1.8 0.21
H -0.2194 -2.7975 0.4203 -0.7 1.9 -1.7 0.25
H -0.5834 -1.9483 -1.2748 0.0 -0.8 -1.8 0.21
H 2.6916 -0.4506 -1.4815 0.1 0.0 0.0 0.26
H 2.6286 -1.3866 1.4541 0.3 -0.7 1.1 0.25
```
Positions in Å, forces in eV/Å.